(1)
{
  "formula": "C4H2IO2",
  "method": "ωB97M-V with the def2-TZVPD basis set",
  "species": ["I", "C", "O", "H", "O", "C", "C", "C", "H"],
  "positions_angstrom": [[-3.03115, -1.35077, 1.12333], [1.31671, 1.85561, 1.09021], [0.44376, 2.56658, 1.61115], [1.37975, 0.33291, -0.43188], [2.52147, 2.09921, 0.89838], [0.77950, 0.60658, 0.49231], [-0.24101, -0.11315, 0.86668], [-1.00144, -0.91182, 1.53191], [-0.72483, -1.72174, 2.11489]],
  "forces_ev_per_angstrom": [[-2.9433, -0.5501, -0.7469], [2.6329, -2.1701, -1.6016], [-1.6168, 1.1882, 0.9837], [-0.9606, 0.6277, 1.0354], [-0.2619, 0.6736, 0.4838], [3.1547, 1.9380, -2.5961], [-3.3766, -3.0682, 2.7848], [2.7159, 2.2859, -1.8746], [0.6557, -0.9251, 1.5314]],
  "de_lowest_kcal_mol": 7.58,
  "lumo_ha": [0.119, 0.031],
  "multiplicity": 3,
  "charge": -1
}


(2)
{
  "formula": "C3H13NO3",
  "method": "ωB97M-V with the def2-TZVPD basis set",
  "species": ["H", "H", "H", "H", "C", "H", "O", "H", "H", "O", "N", "H", "C", "C", "H", "H", "H", "O", "H", "H"],
  "positions_angstrom": [[-0.76914, -2.74377, -1.68509], [-2.31060, -1.00788, -1.18870], [1.71958, 3.23913, -1.06078], [-0.85334, 1.40452, 2.33537], [-0.98692, 0.29483, -0.55827], [2.08362, 0.74627, 2.37372], [-1.33151, -0.84288, -1.29599], [-1.86348, 0.93530, -0.30690], [-0.55727, -4.21253, -1.99493], [1.30604, 2.43520, -1.44430], [1.15561, 0.93011, 2.71764], [-0.60109, -0.78214, 1.41377], [-0.14145, -0.11925, 0.68638], [0.12290, 1.15031, 1.71080], [0.85840, 0.14127, 3.34623], [1.90839, 1.69219, -1.21766], [-0.30805, 0.89249, -1.14700], [-0.31345, -3.59213, -1.28471], [0.98848, -0.53771, 0.39897], [0.35938, 1.76521, 0.87605]],
  "forces_ev_per_angstrom": [[1.5453, -1.8631, 1.6601], [1.7371, 0.2231, -0.1464], [-0.3125, -0.8429, -0.3524], [1.8504, -0.2463, -1.8624], [1.1377, 0.1072, 1.7127], [0.0201, -0.1613, -0.3018], [-2.5105, -0.8616, -0.6122], [0.5052, -0.5383, 0.0483], [0.3693, -0.1203, 0.5408], [0.9455, 0.0760, 0.5519], [-0.9942, -0.6038, 0.7658], [-0.2775, -1.0028, -0.7846], [1.9354, 0.6465, 1.7175], [-1.5882, -2.2033, -0.3050], [0.6098, 1.1024, -0.9540], [-0.4748, 0.8367, -0.2213], [-0.1431, 0.3016, -0.4202], [-1.7803, 1.9927, -2.1007], [-3.0983, 0.9537, 0.5203], [0.5237, 2.2038, 0.5435]],
  "de_lowest_kcal_mol": 49.75,
  "smiles": "NCCCO.O.O",
  "lumo_ha": 0.023,
  "charge": 0
}


(3)
{
  "formula": "C5H10N",
  "method": "ωB97M-V with the def2-TZVPD basis set",
  "species": ["H", "C", "H", "H", "H", "H", "C", "N", "H", "C", "H", "H", "C", "H", "C", "H"],
  "positions_angstrom": [[2.07641, 1.26422, -0.55008], [1.09893, 0.91730, -0.97658], [0.99996, 0.45477, -2.06836], [-2.22274, 0.26383, 1.40629], [-1.37176, 1.60912, 0.78454], [2.22243, -1.39829, 0.13652], [-1.92893, 0.74814, 0.53890], [0.51382, 0.05598, 0.10707], [0.50975, -1.61530, 1.18414], [-0.93644, -0.13639, -0.08603], [0.50814, 1.80565, -1.10564], [-0.61259, -2.21433, -0.94464], [1.30263, -0.93883, 0.78742], [1.60779, -0.37348, 1.61583], [-1.01379, -1.27459, -0.71799], [-2.75359, 0.83221, -0.11139]],
  "forces_ev_per_angstrom": [[-0.4982, -0.6547, -1.1407], [0.2805, -0.6252, -0.4970], [1.0336, 0.4302, 2.4957], [-0.7314, -0.8020, 1.9173], [-0.0951, 1.5528, 0.2497], [-2.5119, 0.9907, 1.7285], [1.4536, -0.3465, -1.4288], [-1.8273, 0.2797, -3.4609], [1.3748, -0.2439, -0.2860], [0.1436, -2.0197, 0.2280], [-0.5546, 0.4627, 0.4128], [0.1417, -1.1257, -0.5389], [0.4735, -1.5371, -1.3613], [1.4530, 0.3436, 1.4315], [0.8978, 2.5772, 0.8469], [-1.0337, 0.7179, -0.5970]],
  "de_lowest_kcal_mol": 118.90,
  "lumo_ha": [-0.248, -0.221],
  "charge": 1
}


(4)
{
  "formula": "C15H20FeNO3",
  "method": "ωB97M-V with the def2-TZVPD basis set",
  "species": ["C", "C", "H", "H", "H", "H", "H", "C", "C", "H", "O", "C", "C", "H", "N", "C", "H", "H", "H", "Fe", "C", "C", "H", "H", "H", "H", "C", "C", "O", "C", "H", "H", "C", "O", "H", "H", "C", "H", "H", "C"],
  "positions_angstrom": [[0.37965, -1.22890, -2.92414], [-0.89634, 2.23155, 1.12659], [-0.33246, -1.44599, -3.72097], [-0.27647, 3.09874, 0.90031], [0.61115, -2.28302, -1.00708], [2.01340, 0.86471, -3.40869], [-2.46003, -0.06463, 3.06209], [2.21387, 0.04344, 0.89639], [-1.75323, 1.56508, 0.19859], [0.99353, -2.40125, 2.86505], [-1.00579, -1.95962, 1.09633], [-0.09675, -1.64674, -1.55600], [-0.82914, 0.94513, -3.07258], [2.27312, 0.65055, -1.66168], [-1.84306, -2.39524, 1.99088], [1.56168, 0.98527, -2.41363], [-0.81380, 1.99404, -2.77542], [2.15474, -2.16087, 0.44969], [2.83645, 0.43800, 0.09963], [-0.13910, 0.06627, 1.13169], [-2.41230, 0.49265, 0.88633], [-2.03785, 0.54580, 2.26591], [-0.65775, 0.89464, -4.15662], [1.33439, 2.04256, -2.25373], [1.41088, -1.51733, -3.12833], [-3.15775, -0.16880, 0.45535], [1.87667, -1.33423, 1.09777], [0.27565, 0.20285, -2.36894], [-0.08517, -0.24074, -1.03859], [1.25462, -1.46614, 2.37815], [-1.99461, 1.90820, -0.79968], [-1.12804, -2.01205, -1.51095], [1.18312, -0.16622, 2.97008], [-1.44586, -3.22115, 2.80091], [-0.65274, 1.95104, 3.34927], [1.92749, 1.84338, 2.20572], [1.76020, 0.78242, 2.04212], [0.84721, 0.03690, 3.98433], [-1.81250, 0.51988, -2.86905], [-1.07705, 1.60981, 2.41290]],
  "forces_ev_per_angstrom": [[-0.0121, 0.4100, 0.4305], [-0.9882, 0.0328, 0.1759], [0.4104, -0.0164, -0.1605], [-0.1065, -0.3399, 0.0963], [-0.6091, 0.2436, 0.0786], [-0.1090, 0.1334, 0.1951], [0.4020, 0.0260, -0.3192], [0.0751, -0.2655, 1.2058], [-0.6537, 0.1348, 1.2914], [-0.3566, 0.3533, -0.3301], [-0.8173, -1.6639, 0.9851], [-0.2423, 0.1614, 0.9325], [-0.0996, 0.4848, -0.2034], [-0.0798, -0.0672, -0.1967], [-0.1393, 1.0532, -0.9434], [0.0747, 0.3023, -0.3070], [-0.2537, 0.1011, -0.0529], [-0.2558, 0.2412, 0.0464], [-0.4379, -0.0177, 0.1617], [-0.1986, -0.9611, -0.7062], [-0.2547, 1.5114, 0.2438], [0.0890, 1.1136, -0.2501], [0.0409, 0.0677, 0.1902], [0.2918, 0.0422, 0.0757], [-0.1974, -0.1264, -0.3094], [0.3820, -0.0214, 0.0989], [0.4851, 0.5937, 0.8917], [0.2266, 0.0387, -0.9982], [0.1439, -1.9781, -0.9433], [1.3255, 0.9338, 0.2134], [0.4498, -0.3602, 0.0081], [0.3685, -0.1545, 0.1665], [1.1686, -0.5963, -0.4020], [0.5741, -0.2072, -0.3511], [0.1476, -0.1994, -0.2006], [-0.2216, -0.2381, -0.0408], [0.9937, -1.0992, 0.1549], [-0.1615, 0.0355, -0.3942], [-0.0029, -0.0855, 0.0288], [-1.4514, 0.3837, -0.5621]],
  "lumo_ha": [0.197, 0.197],
  "multiplicity": 6,
  "charge": -2
}


(5)
{
  "formula": "C49H49BaIN5S2Si",
  "method": "ωB97M-V with the def2-TZVPD basis set",
  "species": ["C", "H", "H", "C", "H", "C", "C", "H", "H", "H", "C", "C", "H", "C", "N", "H", "C", "H", "Ba", "H", "H", "H", "H", "C", "C", "C", "C", "C", "H", "H", "H", "H", "H", "C", "H", "C", "C", "H", "C", "C", "H", "Si", "C", "C", "N", "C", "C", "H", "H", "H", "H", "C", "H", "H", "H", "C", "C", "H", "H", "H", "C", "C", "H", "H", "H", "H", "C", "C", "C", "C", "C", "C", "I", "N", "H", "H", "C", "H", "C", "C", "H", "C", "H", "H", "N", "C", "C", "C", "S", "C", "H", "C", "H", "H", "C", "H", "H", "C", "C", "H", "H", "N", "C", "C", "C", "C", "H", "S"],
  "positions_angstrom": [[1.66258, 2.65979, 3.03778], [-0.13950, 1.55925, 2.89728], [-0.33908, 3.17623, 3.56376], [2.39626, -3.44208, -3.93759], [-2.10810, 6.11064, 1.79573], [-1.57940, 2.56549, -2.80254], [2.24051, -1.96467, 3.33103], [-2.22137, -4.49284, -2.28040], [1.50695, 4.74398, -0.12974], [-4.50222, 1.91922, 1.57440], [-2.76434, -6.28857, -1.25999], [-1.37666, 4.13791, 1.09120], [4.29436, -1.43809, 0.57066], [0.17622, -2.48537, 1.17478], [0.94725, -1.24296, 1.30525], [2.93453, -5.22872, -2.87301], [0.30949, 2.30158, 3.54976], [1.62470, -1.61569, -4.77416], [-0.48838, 1.35947, -0.53428], [-2.06529, -1.28148, -1.92874], [3.30676, -0.15007, -2.36042], [-3.81239, 0.44449, 0.89931], [4.34940, -2.34095, 2.89890], [3.47676, 2.64407, 1.78013], [-4.04653, 1.27504, 4.10408], [-2.43362, 3.24240, 1.42618], [-0.07051, 1.98839, -6.20672], [3.46250, -1.23982, 1.25356], [-2.59464, -1.20817, -0.23404], [3.24393, -3.26694, 1.90446], [-0.01387, -1.26878, -2.97996], [2.14410, -0.42245, -0.24898], [-1.06290, 2.09027, -8.12493], [4.30557, 2.16102, 0.66332], [1.69966, -2.87750, 3.59285], [-3.09784, -0.40423, 5.53991], [0.63824, -2.13721, -2.94245], [-1.93482, -1.91779, 4.55661], [-1.48506, -5.19484, 0.93267], [-1.71307, -1.28615, -0.88913], [6.32367, 2.70330, 1.34048], [-0.73761, -2.72007, -0.48720], [-3.63073, 1.25525, 1.60784], [5.66297, 2.25431, 0.61724], [-2.42183, 1.97378, 1.19052], [3.39913, -2.28523, 2.36330], [-2.08274, -6.44824, 1.03100], [1.27448, -4.88669, -1.08998], [-3.30641, 3.69341, 1.91633], [1.71617, 0.04679, 2.73691], [2.62256, -1.55261, 4.26977], [1.28042, -0.95064, 2.69765], [-4.31072, 1.22278, 6.23264], [-3.22085, 2.80355, -7.16536], [2.15463, -2.17007, -0.14289], [-3.87147, 3.40721, -3.23303], [-0.09465, 5.94736, 0.85263], [4.86798, 3.99966, 2.80956], [-2.95539, -0.82353, 6.52851], [-4.79728, 3.79046, -2.81427], [1.35879, -4.15247, -1.88722], [3.91491, 3.50017, 2.74321], [0.37179, 1.88505, 4.55827], [-2.04820, -6.99134, 1.96886], [4.96757, -0.74283, -2.36498], [-2.25712, -0.94560, 2.29281], [-2.52857, 2.76884, -5.12156], [0.52110, -3.03310, -1.87814], [4.63938, 1.02313, -1.19942], [-1.45579, 2.48408, -4.22896], [-2.70644, -0.47844, 3.16741], [-1.50931, -4.45811, -0.25309], [1.47144, 1.90642, -3.65459], [3.73373, 1.48137, -0.38959], [-0.98937, -4.79410, 1.81105], [0.89242, 1.72100, -6.62098], [4.35067, 0.15720, -2.38181], [-3.18596, -7.97849, 0.00313], [2.16092, -1.25724, 0.45550], [-2.79727, 3.06396, -2.37496], [3.64576, -0.24940, 1.68035], [-0.22985, 2.12745, -4.85808], [-0.61504, -2.46451, 1.93788], [-3.26290, -6.70947, -2.12573], [-0.22134, 3.70395, 0.48343], [2.29271, -4.35505, -2.89442], [-1.17820, 2.21236, -7.05465], [0.53213, 4.80268, 0.33980], [6.25121, 1.43204, -0.75933], [-2.17050, -5.03867, -1.34197], [-4.57126, 3.47059, -5.25390], [-3.75267, 3.23728, -4.58111], [3.12113, -3.59686, -4.72867], [0.78876, -3.37633, 1.41098], [-2.72216, -7.00141, -0.06709], [0.29942, 6.95245, 0.85219], [-4.64853, 2.16827, 3.97540], [-3.85704, 0.74265, 5.37376], [-2.37003, 2.60549, -6.52130], [0.35219, -0.89717, 3.26776], [4.54091, 0.68050, -3.32039], [2.18529, 2.19196, 1.94194], [-3.47422, 0.67252, 2.99117], [-2.52345, -1.01696, 4.43181], [-1.33153, 5.51651, 1.33466], [1.56006, -2.33433, -3.96442], [-2.98191, 3.19869, -1.30672], [2.69382, 3.72053, 3.91351]],
  "forces_ev_per_angstrom": [[-0.0587, -0.1653, -0.2659], [-0.0628, -0.0355, -0.0715], [-0.0442, 0.0524, 0.0022], [0.0217, 0.0313, -0.0090], [0.0137, -0.0120, -0.0076], [-0.1566, 0.1944, -0.3160], [0.0030, -0.0353, -0.0024], [0.0142, -0.0047, 0.0241], [-0.0159, -0.0060, 0.0085], [-0.0181, -0.0042, 0.0712], [0.0010, -0.0002, 0.0007], [-0.0526, -0.1330, 0.1352], [-0.0138, -0.0211, 0.0200], [0.0081, -0.0546, 0.0442], [0.0184, 0.0012, -0.0258], [-0.0081, 0.0059, 0.0015], [-0.0349, 0.0502, -0.0049], [0.0037, -0.0168, 0.0105], [0.8778, -1.2167, -0.6333], [-0.0210, 0.0358, 0.0322], [-0.0046, 0.0043, -0.0021], [0.0286, 0.0222, -0.0292], [-0.0027, 0.0081, 0.0064], [-0.0608, 0.1749, -0.1719], [0.0059, 0.0156, -0.0044], [0.0686, -0.0007, 0.0050], [-0.0454, 0.0055, 0.0108], [0.0537, 0.0392, 0.0037], [0.0375, 0.1033, -0.0185], [-0.0192, 0.0094, 0.0005], [0.0524, -0.0246, 0.0283], [0.0363, 0.0788, -0.0055], [-0.0053, -0.0046, 0.0071], [-0.1023, 0.0501, -0.0099], [0.0286, -0.0027, -0.0039], [0.0388, -0.0438, 0.0132], [-0.0321, 0.0711, -0.0160], [0.0177, -0.0036, -0.0176], [0.0102, -0.0128, 0.0346], [-0.4130, -0.1302, 0.0032], [-0.0045, -0.0209, -0.0313], [0.1972, -0.0114, -0.0100], [0.0911, -0.0307, -0.0646], [-0.0268, -0.0555, 0.0542], [-0.7003, 0.2767, 0.5315], [-0.0178, -0.0112, 0.0030], [-0.0112, 0.0071, -0.0011], [0.0079, 0.0193, -0.0082], [-0.0027, 0.0600, -0.0716], [0.0426, -0.0929, -0.0323], [-0.0040, 0.0289, -0.0111], [0.0097, -0.0177, 0.0539], [0.0083, -0.0055, -0.0088], [0.0127, 0.0132, 0.0072], [-0.0131, 0.0003, -0.0153], [0.0550, -0.0207, 0.0006], [-0.0336, 0.0154, -0.0085], [-0.0456, -0.0108, -0.0019], [-0.0007, 0.0000, -0.0139], [0.0118, -0.0036, -0.0052], [0.0108, -0.0088, 0.0243], [0.0245, 0.0049, -0.0146], [-0.0134, 0.0363, -0.0400], [0.0056, 0.0014, -0.0079], [0.0175, 0.0244, 0.0083], [-0.0465, 0.0182, 0.0977], [-0.1169, 0.0367, -0.0371], [-0.0022, -0.0483, -0.0445], [-0.2970, -0.0736, -0.0097], [0.0793, -0.0126, 0.0374], [0.0004, -0.0040, -0.0867], [-0.0672, -0.0214, -0.0275], [0.0594, -0.0865, 0.0903], [0.1402, -0.0141, -0.0100], [-0.0084, 0.0052, -0.0276], [-0.0136, 0.0028, -0.0217], [0.0164, -0.0259, -0.0419], [0.0042, 0.0124, 0.0029], [-0.0626, -0.0624, 0.0303], [-0.0270, -0.1258, 0.0739], [-0.0331, -0.0425, 0.0045], [-0.0876, 0.0434, -0.0533], [0.0152, -0.0023, -0.0163], [-0.0002, 0.0045, 0.0073], [-0.0308, 1.0387, 0.4976], [-0.0151, 0.0059, -0.0063], [0.0601, -0.0025, 0.0032], [0.0842, -0.0279, 0.0130], [0.2045, 0.0642, 0.0215], [0.0039, 0.0097, -0.0193], [0.0095, -0.0126, -0.0033], [0.0365, 0.0041, -0.0061], [-0.0078, -0.0079, 0.0069], [0.0056, 0.0353, -0.0086], [0.0010, 0.0010, -0.0053], [-0.0060, -0.0128, 0.0023], [0.0121, -0.0102, 0.0068], [-0.0483, 0.0439, 0.0057], [-0.0117, -0.0176, 0.0148], [-0.0987, -0.0516, 0.0436], [-0.0233, 0.0018, 0.0112], [0.1980, -0.0465, 0.2167], [0.0973, -0.0920, -0.0510], [0.0317, 0.0445, -0.0287], [0.0356, 0.0805, 0.0254], [0.0277, 0.0104, 0.0282], [0.0259, -0.0260, -0.0238], [0.0667, 0.1405, 0.1035]],
  "de_lowest_kcal_mol": 20.29,
  "lumo_ha": 0.070,
  "charge": -1
}


no.,energy (a.u.)
1,-601.6751
2,-402.5012
3,-250.8158
4,-2127.5081
5,-3579.5396